1.
# C13H28N4O4S

An isolated molecule of C13H28N4O4S in a non-equilibrium geometry (ωB97M-V with the def2-TZVPD basis set, the Open Molecules 2025 dataset).

Results
* LUMO: -0.197 eV
* total charge: 0
* energy relative to the best compared isomer or geometry (same formula, charge and spin): 0.0 kJ/mol
* F_max: 6.2 eV/A
* electronic energy: -38915.396 eV
* molar mass: 336.5 g/mol
* gap between HOMO and LUMO: 9.068 eV
* structure (SMILES): CCCC[C@@H](C/N=N/S(=O)(=O)N(C)C)NC(=O)OC(C)(C)C

Each line ends with the Löwdin charge.
Cartesian coordinates (Å):
H -1.977 -0.123 0.255  0.1890
C 3.780 -4.219 0.316  -0.0948
H 0.563 2.051 -4.474  0.0663
H -5.585 0.334 2.826  0.0407
H -2.768 1.901 3.582  0.1326
C 1.461 -3.702 -0.376  -0.1511
O 3.738 -1.456 1.594  -0.3135
H -0.741 1.344 -3.534  0.0908
O -1.106 -0.292 -1.779  0.0965
C -4.238 1.869 1.926  -0.2235
H -4.377 1.332 1.001  0.1015
H 2.591 -0.829 -3.176  0.0868
O 3.004 -1.048 -0.710  -0.3205
C -0.141 0.407 2.545  -0.1371
H 2.333 2.792 -2.514  0.0743
H 1.284 -0.378 -4.478  0.1089
N -1.033 0.361 0.157  0.1141
C 0.267 1.812 -3.491  -0.0235
N 2.571 -3.386 0.508  -0.3312
H -4.271 2.865 1.689  0.0722
H 1.016 -4.805 -0.145  0.1390
C -1.759 2.139 1.639  -0.1899
C -2.833 1.571 2.507  -0.2369
C 2.571 1.730 -2.643  -0.0249
C 1.248 0.866 -2.664  -0.5419
O 0.775 0.921 -1.346  0.0090
H -2.254 2.273 0.709  0.0994
H 1.740 -3.598 -1.369  0.0444
C -0.503 0.429 -1.070  -0.5668
C -0.615 1.203 1.379  -0.3096
H 3.067 1.666 -3.583  0.0733
H 3.186 1.527 -1.743  0.0880
N 1.140 -0.244 2.133  0.0111
H 0.239 2.709 -2.982  0.0471
H 0.269 1.781 1.025  0.1558
H -1.398 3.141 2.027  0.1473
H -0.094 1.075 3.519  0.1746
H -4.972 1.501 3.965  0.0694
H -0.851 -0.402 2.646  0.1057
H -6.329 1.872 2.812  0.0774
H 4.237 -3.887 -0.586  0.0687
H -2.766 0.487 2.428  0.0998
H 0.753 -1.229 -3.170  0.0585
H 0.633 -2.985 -0.159  0.0676
H 3.737 -5.287 0.093  0.0874
C -5.346 1.352 2.932  -0.0869
C 1.525 -0.496 -3.353  -0.0294
S 2.678 -1.633 0.654  0.7317
N 1.089 -1.105 1.283  -0.0440
H 4.463 -4.206 1.197  0.0964

***

2.
# C13H28NO12P2S4

A cluster of 4 separate species, C13H28NO12P2S4 in total in a non-equilibrium geometry (ωB97M-V with the def2-TZVPD basis set, the Open Molecules 2025 dataset).

Results
* LUMO: -7.746 eV
* total charge: +1
* F_max: 11.2 eV/A
* electronic energy: -101899.998 eV
* molar mass: 580.6 g/mol
* gap between HOMO and LUMO: 3.579 eV

Each line ends with the Löwdin charge.
Cartesian coordinates (Å):
O 6.159 -0.922 -6.128  -0.3212
H 3.561 -2.775 -5.032  0.1059
H 2.282 -0.458 -4.334  0.1006
O 0.805 1.690 2.644  -0.3438
O 5.291 3.019 4.355  -0.2750
H -4.423 -2.344 1.997  0.1071
H -2.493 0.683 -0.049  0.1175
C -6.859 -0.197 0.983  -0.2167
C -1.955 -0.949 -1.358  -0.2192
S 5.631 -1.594 -4.960  0.6693
O 0.148 3.233 4.731  -0.1704
H -1.359 -1.868 -1.296  0.1276
H -4.736 -0.008 1.337  0.1060
H -3.001 -1.245 -1.488  0.0771
N 1.670 -2.407 4.765  0.2129
C 4.255 0.249 -3.719  -0.2284
H -5.687 -0.153 2.826  0.1185
O -6.617 -3.605 -0.002  -0.3138
H -0.184 1.294 0.487  0.0756
H 0.549 3.699 5.523  0.0905
O 3.045 -0.146 3.970  -0.3227
H 0.406 -0.320 -0.020  0.1104
H 4.270 0.975 -4.540  0.1252
H 3.996 0.782 -2.800  0.1098
H -1.874 -0.736 0.814  0.1158
H -6.170 -2.523 2.354  0.1128
O 4.515 2.802 7.144  -0.2965
O -4.541 -2.334 -0.723  -0.3320
H -6.261 -0.407 -1.103  0.1083
H -7.744 -0.520 1.546  0.1223
H 5.683 -1.009 -2.675  0.1066
C -0.351 0.452 -0.187  -0.2460
H 3.090 -1.469 -3.133  0.1176
P 1.508 2.555 3.810  0.5868
C -1.472 -0.102 -2.534  -0.2141
C -1.754 -0.127 -0.086  -0.2262
C -5.601 -0.505 1.793  -0.2267
C 5.608 -0.437 -3.605  -0.2416
C 2.198 -1.252 4.525  -0.1924
C -6.767 -0.984 -0.324  -0.2206
O 6.160 -2.857 -4.486  -0.3329
H 4.409 2.111 7.883  0.1156
O 1.077 0.589 -2.396  -0.3340
H 1.819 4.459 2.518  0.1316
O 2.403 3.859 3.081  -0.2110
H -1.040 -0.720 -3.325  0.1083
O -0.699 2.351 -1.969  -0.3211
C 3.253 -0.862 -4.031  -0.2387
S -5.774 -2.426 0.031  0.6863
C -5.428 -2.015 1.730  -0.2330
S 2.674 1.205 4.997  0.7859
H -2.278 0.515 -2.941  0.1102
C 3.858 -1.729 -5.134  -0.2257
H 3.586 -1.360 -6.127  0.1085
P 4.564 2.025 5.586  0.8013
H -7.753 -1.299 -0.674  0.1100
H 5.080 4.001 4.529  0.1135
S -0.217 0.989 -1.881  0.6809
H -6.965 0.875 0.792  0.1188
H 6.449 0.254 -3.690  0.1084

***

3.
# C13H28NO2PSiZr

A structure of composition C13H28NO2PSiZr in a non-equilibrium geometry (ωB97M-V with the def2-TZVPD basis set, the Open Molecules 2025 dataset).

Results
* LUMO: -0.519 eV
* total charge: 0
* F_max: 3.9 eV/A
* electronic energy: -37965.664 eV
* molar mass: 380.7 g/mol
* gap between HOMO and LUMO: 5.574 eV

Each line ends with the Löwdin charge.
Cartesian coordinates (Å):
H 1.696 -4.061 -2.255  0.0114
H 4.740 0.568 0.083  0.0987
O -0.098 -0.585 2.476  -0.1407
H 2.884 0.689 -2.602  0.0312
C -5.037 -1.089 -1.491  -0.1264
H 3.029 0.101 3.154  0.1038
H -0.026 -1.939 -3.047  -0.0832
H 2.709 -2.578 -2.326  -0.0014
H 4.123 1.118 2.195  0.0854
C 3.153 0.619 2.193  -0.0356
H -1.067 0.007 -3.656  0.0166
C -4.017 0.914 0.196  -0.0684
H -1.757 1.451 -2.894  0.0422
C 4.318 -0.440 0.220  -0.0065
Si 0.360 -2.107 -1.604  0.4281
C 3.086 -0.305 1.033  -0.4575
H 0.518 -1.316 2.688  0.0754
H 1.866 -0.421 -3.548  0.0182
H -6.033 1.609 0.334  0.0911
H 2.322 -3.340 -0.733  -0.0001
C 1.966 0.612 -3.196  -0.2728
H -0.636 -3.123 -1.112  -0.0984
H 2.031 1.288 -4.059  0.0457
N -1.817 -0.021 -0.117  -0.2565
C 1.948 -3.118 -1.744  -0.3673
H 1.526 1.192 -0.072  -0.0842
C -5.371 0.861 -0.098  -0.1323
H -5.439 -1.859 -2.148  0.0940
P 0.537 1.093 -2.149  0.6284
H 1.151 3.296 -3.016  0.0443
H -2.998 -1.829 -1.634  0.0822
H 4.169 -0.894 -0.773  0.0889
H 2.372 1.393 2.116  0.0814
C -3.676 -1.081 -1.218  -0.0554
C -3.118 -0.060 -0.368  -0.4597
Zr 0.134 -0.079 0.165  1.0151
H 1.536 3.074 -1.261  0.0116
C -5.889 -0.134 -0.934  -0.1404
H -3.593 1.680 0.846  0.0884
O 2.068 -1.065 0.844  -0.2276
H 5.070 -1.040 0.765  0.1163
H -6.958 -0.156 -1.151  0.0870
H -0.999 -0.849 2.782  0.1046
H -0.604 1.634 -4.254  0.0419
C 0.790 2.903 -2.051  -0.2936
C -0.852 1.041 -3.363  -0.2729
H -0.152 3.393 -1.758  0.0490

***

4.
# C13H28O14Zn

A structure of composition C13H28O14Zn in a non-equilibrium geometry (ωB97M-V with the def2-TZVPD basis set, the Open Molecules 2025 dataset).

Results
* LUMO: 0.616 eV
* total charge: 0
* energy relative to the best compared isomer or geometry (same formula, charge and spin): 228.6 kJ/mol
* F_max: 5.3 eV/A
* electronic energy: -91015.396 eV
* molar mass: 473.7 g/mol
* gap between HOMO and LUMO: 7.566 eV

Each line ends with the Löwdin charge.
Cartesian coordinates (Å):
H -0.660 -1.512 -5.730  0.1034
C 2.194 2.420 2.735  -0.0302
H -4.699 -1.345 2.176  0.0958
H -2.353 4.138 2.427  0.1005
H 2.582 -2.763 1.163  0.0956
Zn 0.163 0.133 0.057  0.6033
H 3.649 0.034 -4.041  0.0987
H -3.558 0.670 -2.816  0.0929
H 2.510 3.397 3.100  0.0958
H 0.710 2.958 -0.050  -0.0428
C -0.668 0.017 -3.224  -0.5265
O 3.705 -0.786 -2.223  0.0025
C 0.071 -1.542 4.204  -0.0215
O 0.173 -0.566 -4.076  -0.0079
O -1.714 0.519 -3.921  -0.0147
H -0.533 -3.891 0.581  0.0401
H 0.990 -0.765 -5.924  0.0940
C -3.721 -0.937 1.924  -0.0310
H -0.297 0.232 -6.009  0.0947
O 0.623 -0.242 4.350  0.0179
H -3.470 -1.429 0.984  0.0847
C 3.525 -2.239 1.011  -0.0404
O -1.725 0.730 1.113  0.1069
H -0.864 -1.579 3.646  0.0816
O -3.036 2.391 1.785  0.0451
O 2.182 -0.229 -0.512  0.0854
H -1.086 2.975 2.253  0.0890
H 3.036 1.909 2.268  0.1067
H -3.309 1.766 -4.124  0.0890
H 3.497 -1.367 1.665  0.0904
O 0.902 0.106 2.054  0.0365
H -0.828 -3.488 -1.027  0.0484
C -0.004 -0.677 -5.484  -0.0327
C -1.005 -3.112 -0.019  -0.2659
H -1.759 3.633 0.770  0.1013
C 0.998 0.456 3.274  -0.4691
C -2.789 1.269 -3.305  -0.0163
H -2.522 2.053 -2.597  0.0960
H 4.304 -2.908 1.377  0.0944
C 3.104 -0.900 -0.972  -0.4478
H -2.059 -3.199 0.244  0.0349
O 0.508 2.007 -0.142  -0.3938
H 2.052 0.164 -3.167  0.0718
O -3.876 0.473 1.797  0.0371
O -0.525 0.083 -2.030  0.1257
C 3.139 0.187 -3.090  -0.0443
H 1.370 2.668 2.066  0.0650
H 3.301 1.215 -2.765  0.0991
H -0.248 -1.915 5.177  0.0966
O 1.526 1.619 3.698  0.0022
O 3.734 -1.904 -0.341  0.0136
H -2.987 -1.348 2.617  0.0868
C -2.788 1.164 1.499  -0.6049
O -0.258 -1.877 0.071  -0.4036
H 0.799 -2.193 3.719  0.1029
C -2.005 3.327 1.786  -0.0330